Entry 1:
This record from OMol25 describes 4 unconnected molecules or ions with the total composition C30H65FN3O3P. The level of theory is the ωB97M-V functional and the def2-TZVPD basis.

```
103
Properties=species:S:1:pos:R:3:forces:R:3:mulliken_spin:R:1
F 7.170 3.417 -1.562 0.0 -0.2 0.2 0.0000
C 7.681 4.679 -1.798 -0.3 1.6 -0.6 0.0000
C 6.595 5.806 -1.769 0.1 -0.7 0.5 0.0000
C 5.400 5.498 -0.811 0.8 0.2 0.1 0.0002
P 3.673 5.366 -1.654 -0.4 0.8 0.2 0.0000
H 8.464 4.917 -1.062 -0.1 -0.5 -0.1 0.0000
H 8.090 4.650 -2.825 0.2 -0.1 0.5 0.0000
H 7.055 6.755 -1.427 0.1 -0.5 -0.3 0.0000
H 6.287 5.978 -2.817 -0.4 -0.1 0.5 0.0000
H 5.544 4.577 -0.209 0.1 0.3 -0.5 0.0001
H 5.338 6.329 -0.074 -0.2 -0.4 -0.4 0.0000
H 3.949 4.024 -2.175 0.1 -0.5 0.1 0.0001
H 3.162 4.832 -0.377 0.0 -0.1 0.2 0.0001
H 3.405 6.762 -1.223 -0.2 0.2 0.2 0.0001
H 4.151 5.918 -2.930 0.2 0.0 -0.3 0.0001
H 2.307 5.329 -2.181 -0.1 -0.2 -0.3 0.0000
C 1.082 -1.675 1.214 0.2 -0.3 0.0 0.0330
C 0.754 -0.189 0.933 -0.8 -1.8 0.4 0.0360
C 0.335 -0.036 -0.535 0.2 0.3 -0.3 0.0315
C 1.504 -0.166 -1.506 0.0 0.0 0.0 -0.0410
C 2.634 0.788 -1.133 -0.6 0.1 -0.1 0.0320
C 3.068 0.671 0.334 2.0 -0.8 -0.2 0.0421
N 1.914 0.677 1.275 -1.2 2.2 -1.5 0.3076
O 1.478 1.909 1.374 0.3 -0.5 0.8 0.5991
C 3.892 -0.616 0.541 -0.1 -0.4 -0.1 0.0163
C 4.059 1.806 0.634 -0.4 0.5 0.3 -0.0154
C -0.449 0.113 1.838 0.1 0.6 0.1 -0.0316
H 0.175 -2.235 1.450 -0.1 0.2 0.0 0.0036
H 1.531 -2.188 0.363 0.1 0.1 0.0 0.0044
H 1.749 -1.779 2.072 0.0 0.1 -0.1 -0.0241
H -0.139 0.939 -0.687 0.1 0.1 0.2 -0.0013
H -0.424 -0.785 -0.785 0.0 0.0 0.3 -0.0025
H 1.870 -1.199 -1.534 0.0 0.0 0.1 0.0075
H 1.158 0.058 -2.519 0.0 0.0 0.0 0.0011
H 3.492 0.611 -1.786 0.1 0.1 0.2 -0.0019
H 2.305 1.812 -1.340 0.1 0.0 0.2 0.0037
H 4.118 -0.768 1.599 -0.1 0.0 0.0 -0.0100
H 4.845 -0.546 0.013 -0.1 0.2 0.0 0.0004
H 3.410 -1.516 0.162 0.0 0.0 0.1 0.0011
H 3.643 2.791 0.415 -0.1 -0.1 0.1 0.0042
H 4.955 1.705 0.020 -0.1 -0.2 -0.1 0.0009
H 4.373 1.789 1.681 -0.1 0.0 0.0 -0.0021
H -0.181 -0.015 2.890 0.0 0.0 0.0 -0.0038
H -1.272 -0.568 1.617 0.1 -0.1 -0.1 -0.0029
H -0.837 1.120 1.702 0.2 0.0 0.0 0.0116
C -4.530 2.757 5.289 -0.3 0.0 0.1 0.0115
C -3.875 2.658 3.892 0.2 0.8 1.9 0.0285
C -4.172 3.940 3.101 -0.2 0.0 -0.4 0.0175
C -5.622 4.027 2.629 0.0 0.0 0.0 -0.0169
C -6.019 2.771 1.859 0.4 0.4 -0.1 0.0138
C -5.721 1.470 2.617 -2.0 -0.7 0.5 0.0329
N -4.347 1.439 3.178 1.0 1.1 -2.5 0.3319
O -3.518 1.206 2.192 -0.1 -0.6 0.7 0.5902
C -6.749 1.272 3.749 -0.1 0.2 0.3 0.0111
C -5.973 0.285 1.671 0.6 -0.1 -0.2 -0.0037
C -2.367 2.578 4.180 0.1 -0.3 -0.5 -0.0163
H -3.883 3.294 5.984 0.1 0.0 -0.2 0.0012
H -5.473 3.302 5.288 0.0 -0.1 0.0 0.0014
H -4.701 1.768 5.719 0.0 0.0 -0.1 -0.0109
H -3.516 3.996 2.227 0.0 -0.2 0.0 0.0023
H -3.938 4.813 3.715 0.1 -0.1 0.1 0.0010
H -6.298 4.184 3.475 0.0 0.0 0.0 -0.0006
H -5.741 4.901 1.984 0.0 0.0 0.0 0.0019
H -7.083 2.817 1.611 0.0 -0.2 0.1 0.0003
H -5.484 2.770 0.903 0.1 -0.1 0.1 0.0033
H -6.487 0.409 4.364 0.1 0.0 0.0 -0.0088
H -7.741 1.086 3.334 0.1 0.0 -0.1 0.0005
H -6.857 2.136 4.400 0.1 0.0 0.0 0.0011
H -5.388 0.352 0.753 0.1 0.0 0.1 0.0002
H -7.022 0.257 1.374 0.0 0.2 0.2 0.0006
H -5.739 -0.663 2.159 0.0 0.0 0.0 -0.0007
H -2.133 1.685 4.764 0.0 0.0 0.0 0.0000
H -2.049 3.449 4.754 -0.2 0.0 0.0 0.0000
H -1.764 2.564 3.273 -0.1 -0.1 0.0 0.0050
C 1.883 -4.332 -2.521 0.2 -0.2 0.2 0.0359
C 0.503 -4.206 -3.207 1.7 1.1 0.6 0.0050
C -0.529 -3.723 -2.178 -0.4 -0.2 0.1 0.0214
C -0.913 -4.800 -1.166 0.0 0.0 0.0 -0.0247
C -1.361 -6.076 -1.873 -0.2 0.5 0.0 0.0271
C -0.357 -6.579 -2.919 0.8 -1.8 0.9 0.0262
N 0.106 -5.500 -3.829 -2.8 1.0 -0.2 0.3314
O -0.856 -5.260 -4.687 0.8 -0.3 -0.3 0.5883
C 0.856 -7.222 -2.218 0.2 0.1 0.3 0.0143
C -0.999 -7.739 -3.697 -0.2 0.3 -0.5 -0.0055
C 0.711 -3.117 -4.273 -0.4 -0.2 -0.4 -0.0110
H 2.399 -3.371 -2.507 -0.2 0.0 -0.1 0.0080
H 1.822 -4.646 -1.480 0.0 -0.1 0.0 0.0017
H 2.531 -5.029 -3.056 -0.1 0.0 0.0 -0.0229
H -1.437 -3.387 -2.690 0.1 -0.1 -0.1 -0.0025
H -0.138 -2.852 -1.647 0.2 0.0 -0.2 0.0105
H -0.079 -5.013 -0.490 0.0 0.0 0.0 0.0011
H -1.724 -4.431 -0.534 0.0 0.0 0.0 0.0016
H -1.542 -6.859 -1.131 0.1 -0.1 -0.1 0.0003
H -2.327 -5.883 -2.353 0.1 0.0 -0.2 0.0042
H 1.629 -7.487 -2.943 0.0 0.1 0.0 -0.0088
H 0.559 -8.141 -1.710 -0.1 0.0 -0.1 0.0007
H 1.306 -6.594 -1.454 0.0 0.0 -0.1 0.0016
H -1.945 -7.458 -4.160 0.1 0.1 -0.1 0.0001
H -1.212 -8.570 -3.024 0.1 0.1 0.1 0.0005
H -0.329 -8.105 -4.478 0.0 0.1 0.0 -0.0015
H 1.463 -3.429 -5.002 0.0 0.0 0.0 -0.0027
H 1.058 -2.195 -3.807 0.1 -0.2 0.2 0.0012
H -0.203 -2.866 -4.811 0.0 -0.2 0.0 0.0004
```
Forces are in eV/Å.

Kohn-Sham gap (alpha / beta), Eh: 0.18058 / 0.16135
Multiplicity: 4
⟨S²⟩: 3.76
Total charge: -1

Entry 2:
This record from OMol25 describes 2 unconnected molecules or ions with the total composition C19H25IN3O2S. The level of theory is the ωB97M-V functional and the def2-TZVPD basis.

```
51
Properties=species:S:1:pos:R:3:forces:R:3:nbo_charge:R:1
N 0.466 0.267 -2.562 -0.4 1.9 2.0 -0.8400
C 0.144 1.603 -1.929 -1.0 2.0 1.6 0.1580
C 1.319 2.496 -1.216 -3.6 2.0 0.2 -0.1028
C 2.906 2.109 -1.083 -0.1 0.9 -0.3 -0.5643
C 3.539 1.303 -2.361 3.7 -5.9 3.0 0.3809
O 4.298 0.212 -2.061 -4.8 6.8 -2.0 -0.5832
I 3.259 1.770 -4.480 0.1 0.0 1.7 0.2023
C 0.859 3.953 -0.541 -3.3 -2.3 -1.7 -0.1894
C -0.726 4.469 -0.551 1.2 -3.3 -1.4 -0.2312
C -1.923 3.561 -1.229 4.6 -1.2 -0.2 0.1829
C -1.430 2.124 -1.931 1.5 2.5 2.0 -0.2137
S -2.864 1.118 -2.698 0.3 1.1 2.3 0.2309
C -4.228 1.327 -1.374 -2.0 1.4 2.9 -0.1856
C -5.221 0.102 -0.898 0.1 3.0 1.4 -0.2389
C -6.342 0.322 0.280 3.1 3.6 -1.4 -0.2234
C -6.424 1.820 0.981 2.4 -1.1 -3.0 -0.2254
C -5.438 3.070 0.469 0.4 -3.0 -1.2 -0.2133
C -4.296 2.868 -0.726 -2.9 -3.5 1.5 0.1404
N -3.373 3.992 -1.212 0.4 -2.8 0.3 -0.6894
H -0.372 -0.344 -2.678 0.8 0.9 0.3 0.4011
H 1.211 -0.206 -1.998 -0.9 0.5 -0.9 0.3638
H 3.504 3.140 -1.011 -1.4 -2.2 -0.3 0.2781
H 3.181 1.540 -0.070 -0.7 0.9 -2.5 0.2638
H 1.644 4.648 -0.006 -1.7 -1.7 -1.3 0.2416
H -0.941 5.504 -0.047 0.3 -2.3 -1.1 0.2518
H -5.069 -0.951 -1.438 -0.5 2.6 1.4 0.2446
H -7.023 -0.575 0.623 1.5 2.1 -0.8 0.2507
H -7.218 1.969 1.860 2.1 -0.1 -2.2 0.2499
H -5.560 4.113 1.028 0.4 -2.5 -1.5 0.2516
H -3.713 4.317 -2.148 0.7 -0.5 1.0 0.4104
C 3.663 -2.509 1.166 -0.1 -0.4 -0.2 -0.4085
N 2.507 -3.409 1.613 0.1 0.2 0.1 -0.2086
C 3.051 -4.389 2.649 -0.4 0.2 -0.4 -0.4041
C 1.986 -4.188 0.418 0.1 0.3 0.4 -0.4117
C 1.380 -2.580 2.286 0.3 0.2 -0.6 -0.2265
C 0.713 -1.542 1.366 0.2 0.0 -0.1 -0.0912
O 1.667 -0.594 0.905 -0.3 0.1 -0.7 -0.7323
H 4.527 -3.144 0.945 -0.2 0.0 0.2 0.2231
H 3.384 -1.983 0.249 0.0 0.0 0.5 0.2604
H 3.905 -1.815 1.977 -0.1 -0.1 -0.3 0.2363
H 3.842 -4.986 2.183 -0.2 0.2 0.1 0.2351
H 2.231 -5.039 2.975 0.2 0.2 -0.1 0.2299
H 3.448 -3.822 3.493 -0.1 -0.1 -0.2 0.2360
H 1.650 -3.488 -0.350 0.1 -0.1 0.2 0.2336
H 1.158 -4.820 0.752 0.2 0.1 -0.1 0.2301
H 2.801 -4.803 0.022 -0.2 0.2 0.1 0.2385
H 1.841 -2.082 3.147 0.0 -0.1 -0.2 0.2346
H 0.634 -3.298 2.643 0.1 0.1 -0.1 0.2336
H -0.060 -1.006 1.925 -0.1 -0.4 0.2 0.2160
H 0.235 -2.019 0.505 -0.1 -0.2 0.2 0.1778
H 1.268 -0.123 0.139 0.3 -0.1 0.8 0.4957
```
Forces are in eV/Å.

Kohn-Sham gap, Eh: 0.27285
Multiplicity: 1
Total charge: +1

Entry 3:
This record from OMol25 describes a gas-phase ion, C12H13N2O (charge +1). The level of theory is the ωB97M-V functional and the def2-TZVPD basis.

```
28
Properties=species:S:1:pos:R:3:forces:R:3:nbo_charge:R:1
C -2.305 -0.816 -2.978 -1.9 1.2 -1.0 -0.0099
C 2.831 -0.335 1.790 -1.4 0.0 0.4 -0.1997
C 3.334 0.581 0.911 1.0 0.8 -1.7 -0.1856
C 1.528 -0.866 1.645 1.3 -0.2 -1.1 -0.1988
C 2.639 0.758 -0.360 2.1 1.0 0.2 -0.2752
C 0.929 -0.672 0.428 -0.8 0.6 0.0 -0.0954
C 1.459 0.065 -0.622 0.8 1.2 1.3 0.3082
C -1.680 -1.065 0.790 0.7 -0.2 -0.3 -0.4000
C -1.822 0.451 0.930 -3.6 -0.9 1.6 -0.2519
C -1.083 2.077 -0.662 1.3 0.8 0.8 0.1204
C -0.338 -1.306 -0.041 -1.4 0.6 1.0 -0.3078
C -0.416 -0.792 -1.427 -0.9 -0.5 -1.5 0.4007
N -1.305 -0.981 -2.334 2.4 0.1 2.5 -0.3349
N -1.933 1.185 -0.318 0.4 1.9 -0.8 -0.4179
O 0.552 0.148 -1.703 1.3 0.2 0.5 -0.4672
H -2.490 -1.285 -3.923 0.0 -0.7 -0.4 0.1967
H 3.419 -0.650 2.594 0.7 -0.2 1.4 0.2277
H 4.386 1.129 1.144 -2.8 -1.5 -0.9 0.2548
H 1.073 -1.591 2.305 0.2 0.1 0.4 0.2273
H 3.256 1.408 -1.030 -1.4 -0.6 0.1 0.2500
H -1.578 -1.496 1.827 -0.1 0.4 -1.1 0.2522
H -2.561 -1.551 0.299 0.8 0.4 0.3 0.2437
H -2.735 0.749 1.606 1.4 -0.7 -1.5 0.2508
H -1.006 0.787 1.483 1.6 0.9 0.5 0.2332
H -0.180 2.304 -0.085 -0.3 -0.8 0.2 0.2238
H -1.165 2.803 -1.456 -0.8 -0.5 -0.6 0.2371
H -0.035 -2.289 0.084 -0.3 -2.5 -0.5 0.2630
H -2.774 1.250 -0.899 -0.1 -1.1 0.3 0.4547
```
Forces are in eV/Å.

Kohn-Sham gap (alpha / beta), Eh: 0.23796 / 0.23800
Multiplicity: 1
Energy relative to the best compared isomer or geometry (same formula, charge and spin), kcal per mole: 123.81
Total charge: +1

Entry 4:
This record from OMol25 describes 2 unconnected molecules or ions with the total composition C6H16O. The level of theory is the ωB97M-V functional and the def2-TZVPD basis.

```
23
Properties=species:S:1:pos:R:3:forces:R:3:nbo_charge:R:1
C 1.919 2.070 0.153 -1.9 -0.3 3.0 -0.6214
C 1.806 0.594 -0.373 -1.0 -1.0 -1.7 -0.4223
C 0.488 -0.226 -0.155 0.2 1.7 -1.7 -0.1843
C 0.063 -0.143 1.337 -0.5 2.3 -1.9 -0.6329
C 0.468 -1.641 -0.779 1.0 0.4 2.9 -0.3978
C 0.756 -1.637 -2.201 0.6 -2.0 -2.4 -0.6174
H 1.704 2.013 1.346 0.7 0.2 -2.6 0.1951
H 1.146 2.919 -0.125 1.5 -2.1 -0.3 0.2227
H 2.943 2.415 0.074 0.0 0.3 -0.2 0.2178
H 1.920 0.454 -1.473 0.3 1.1 0.5 0.2019
H 2.544 -0.130 -0.034 0.9 0.7 0.8 0.1958
H -0.185 0.194 -1.016 0.0 0.4 2.4 0.1792
H 0.755 0.401 2.032 -0.7 0.1 -1.0 0.2112
H -0.946 0.313 1.224 0.5 -0.4 1.3 0.2229
H 0.078 -1.095 1.719 -0.7 -2.4 0.9 0.2064
H -0.557 -1.980 -0.587 0.4 -0.6 0.2 0.2055
H 1.295 -2.283 -0.345 -1.3 0.3 0.2 0.1897
H 1.830 -1.464 -2.346 -0.4 0.5 -0.4 0.2066
H 0.094 -1.038 -2.842 0.4 0.1 0.2 0.2081
H 0.642 -2.707 -2.529 0.0 0.9 -0.1 0.2131
O -6.480 0.796 2.068 -0.9 0.3 -0.3 -0.9367
H -6.649 1.659 2.463 0.1 -0.1 0.0 0.4690
H -5.634 0.519 2.388 0.8 -0.2 0.3 0.4677
```
Forces are in eV/Å.

Kohn-Sham gap, Eh: 0.40218
Multiplicity: 1
Energy relative to the best compared isomer or geometry (same formula, charge and spin), kcal per mole: 47.11
SMILES: CCC(C)CC.O

Number 1: strongest force on any atom 2.99 eV/A. Number 2: strongest force on any atom 8.59 eV/A. Number 3: strongest force on any atom 4.06 eV/A. Number 4: strongest force on any atom 3.56 eV/A.